(1)
ORCA calculation (the ωB97M-V functional and the def2-TZVPD basis) on a structure of composition C42H37N12NaO6 at a distorted geometry.

orbital gap = 4.7 eV
energy = -78735.6760 eV
LUMO energy = 3.176 eV
HOMO energy = -1.5 eV

The geometry in ORCA input format:
```
! wB97M-V def2-TZVPD RIJCOSX def2/J DEFGRID3
* xyz -2 1
Na -0.90 1.58 1.08
O -1.87 3.37 1.43
C -2.33 4.48 1.79
C -3.71 4.63 2.16
C -4.24 5.84 2.54
C -3.45 7.00 2.59
C -2.11 6.90 2.27
C -1.52 5.69 1.88
C -0.09 5.62 1.68
N 0.54 4.60 1.26
C 1.96 4.57 1.32
C 2.41 3.60 2.42
N 1.94 2.26 2.22
C 1.43 1.64 3.22
C 1.01 0.26 3.27
C 0.81 -0.30 4.54
C 0.51 -1.63 4.73
C 0.40 -2.46 3.60
C 0.56 -1.96 2.34
C 0.83 -0.57 2.09
O 0.91 -0.12 0.91
H -4.33 3.74 2.12
H -5.29 5.91 2.81
H -3.88 7.95 2.87
H -1.48 7.78 2.32
H 0.47 6.54 1.97
H 2.42 5.56 1.53
H 2.35 4.19 0.37
H 2.10 4.01 3.40
H 3.51 3.57 2.39
H 1.38 2.17 4.19
H 0.92 0.34 5.41
H 0.38 -2.04 5.73
H 0.18 -3.52 3.74
H 0.45 -2.59 1.47
C -2.66 -2.30 -3.35
N -2.31 -1.60 -2.14
C -1.75 -0.38 -1.97
N -1.54 -0.16 -0.70
C -1.95 -1.31 -0.11
N -2.43 -2.21 -0.94
C -1.80 -3.52 -3.65
C -2.38 -4.78 -3.62
C -1.61 -5.92 -3.85
C -0.27 -5.81 -4.10
C 0.34 -4.55 -4.12
C -0.43 -3.41 -3.89
C 1.76 -4.47 -4.35
N 2.60 -5.43 -4.61
N 3.84 -4.87 -4.72
C 3.70 -3.60 -4.51
O 2.40 -3.28 -4.29
C 4.71 -2.58 -4.41
C 6.07 -2.89 -4.50
C 7.01 -1.89 -4.30
C 6.61 -0.60 -3.98
C 5.26 -0.29 -3.90
C 4.76 1.05 -3.42
N 3.77 0.80 -2.41
C 2.43 0.96 -2.46
N 1.87 0.37 -1.44
C 2.92 -0.17 -0.76
N 4.09 0.08 -1.31
C 4.32 -1.28 -4.14
H -2.60 -1.57 -4.16
H -3.69 -2.64 -3.25
H -1.56 0.33 -2.76
H -1.89 -1.47 0.96
H -3.43 -4.87 -3.41
H -2.08 -6.89 -3.81
H 0.35 -6.68 -4.27
H 0.04 -2.43 -3.88
H 6.36 -3.91 -4.70
H 8.06 -2.13 -4.35
H 7.35 0.16 -3.76
H 4.28 1.61 -4.22
H 5.58 1.65 -3.02
H 1.92 1.49 -3.25
H 2.79 -0.75 0.15
H 3.27 -1.06 -4.04
O -3.74 1.23 0.52
N -4.17 0.53 1.45
N -3.30 0.21 2.37
O -2.05 0.56 2.44
C -3.81 -0.63 3.40
C -2.96 -0.95 4.45
C -3.40 -1.78 5.47
C -4.69 -2.30 5.46
C -5.54 -1.98 4.40
C -5.11 -1.16 3.37
H -1.96 -0.53 4.44
H -2.72 -2.04 6.28
H -5.03 -2.94 6.26
H -6.54 -2.40 4.37
H -5.75 -0.92 2.54
O -1.89 3.35 -1.45
H -1.24 3.56 -0.75
H -2.49 2.75 -0.98
*
```

(2)
ORCA calculation (the ωB97M-V functional and the def2-TZVPD basis) on a structure of composition C42H39Cl2CoN6O5SSi.

orbital gap (spin up / spin down) = 6.0 / 5.4 eV
energy = -144755.7482 eV
LUMO energy (spin up / spin down) = 4.072 / 3.552 eV
relative energy (zero: lowest compared OMol25 entry of this formula, charge and spin) = 0.0 kcal/mol
HOMO energy (spin up / spin down) = -1.9 / -1.9 eV

The geometry in ORCA input format:
```
! wB97M-V def2-TZVPD RIJCOSX def2/J DEFGRID3
* xyz -2 5
Co 0.80 0.43 0.46
O -0.52 -3.97 0.37
C -1.69 -3.84 1.02
C -2.42 -5.00 1.29
C -3.63 -4.92 1.96
C -4.13 -3.69 2.37
C -3.40 -2.54 2.09
C -2.19 -2.59 1.42
C -1.43 -1.33 1.12
O -0.24 -1.47 0.64
N -2.04 -0.21 1.35
N -1.22 0.86 1.04
C -1.81 1.99 0.87
C -1.13 3.23 0.56
C -1.94 4.35 0.32
C -1.42 5.59 0.01
C -0.03 5.71 -0.06
C 0.80 4.65 0.17
C 0.29 3.35 0.50
O 1.11 2.40 0.76
H -0.15 -3.03 0.31
H -2.01 -5.95 0.97
H -4.18 -5.83 2.16
H -5.08 -3.63 2.89
H -3.77 -1.57 2.39
H -2.90 2.01 0.95
H -3.02 4.22 0.37
H -2.07 6.43 -0.18
H 0.41 6.67 -0.32
H 1.88 4.73 0.09
Cl -4.29 1.20 -1.68
C -3.66 -0.23 -2.42
C -3.55 -1.36 -1.62
C -3.13 -2.56 -2.16
C -2.84 -2.63 -3.51
C -2.94 -1.50 -4.29
Cl -2.52 -1.63 -5.99
C -3.32 -0.25 -3.78
N -3.38 0.86 -4.61
C -3.01 2.18 -4.16
C -3.96 3.19 -4.31
C -3.68 4.48 -3.90
C -2.44 4.75 -3.34
C -1.49 3.75 -3.21
C -1.75 2.45 -3.63
C -0.67 1.38 -3.56
C 0.24 1.51 -2.32
O 0.99 2.49 -2.28
O 0.12 0.57 -1.49
H -3.79 -1.27 -0.57
H -3.02 -3.43 -1.52
H -2.50 -3.56 -3.96
H -3.10 0.66 -5.56
H -4.93 2.92 -4.71
H -4.43 5.25 -4.00
H -2.21 5.75 -2.98
H -0.52 3.96 -2.77
H -0.02 1.50 -4.43
H -1.09 0.38 -3.58
C 6.66 -3.27 -1.36
C 5.22 -2.83 -1.43
C 4.26 -3.62 -2.05
C 2.96 -3.11 -2.01
N 2.64 -1.97 -1.44
C 3.64 -1.27 -0.85
S 3.26 0.23 -0.10
N 4.93 -1.68 -0.84
H 6.93 -3.88 -2.22
H 6.82 -3.87 -0.46
H 7.31 -2.40 -1.30
H 4.50 -4.56 -2.52
H 2.14 -3.66 -2.47
C 0.63 -2.23 3.83
Si 2.13 -1.61 2.88
C 3.55 -1.56 4.12
C 2.62 -2.76 1.51
N 1.68 0.01 2.33
C 1.99 1.12 3.12
C 3.31 1.49 3.37
C 3.59 2.63 4.12
C 2.55 3.38 4.65
C 1.24 3.01 4.41
C 0.95 1.90 3.63
H 0.95 -2.84 4.67
H -0.02 -2.83 3.19
H 0.03 -1.40 4.21
H 3.61 -2.53 4.60
H 3.41 -0.80 4.89
H 4.51 -1.36 3.63
H 2.49 -3.79 1.85
H 3.67 -2.61 1.24
H 2.02 -2.61 0.62
H 4.11 0.93 2.91
H 4.62 2.93 4.27
H 2.77 4.27 5.24
H 0.42 3.61 4.79
H -0.07 1.63 3.39
*
```

(3)
ORCA calculation (the ωB97M-V functional and the def2-TZVPD basis) on a structure of composition C42H40Cl3N13O3STi at a distorted geometry.

orbital gap (spin up / spin down) = 5.8 / 5.8 eV
energy = -141234.3665 eV
LUMO energy (spin up / spin down) = -0.998 / -0.999 eV
HOMO energy (spin up / spin down) = -6.8 / -6.8 eV

The geometry in ORCA input format:
```
! wB97M-V def2-TZVPD RIJCOSX def2/J DEFGRID3
* xyz 0 1
Ti 0.23 -0.02 0.22
O -1.15 1.63 3.80
C -0.84 0.86 2.90
N -0.02 1.10 1.86
C 0.74 2.34 1.87
C 1.75 2.27 0.72
C 2.98 3.10 0.94
C 4.17 2.69 0.52
C 4.31 1.36 -0.07
C 3.26 0.52 -0.04
N 2.01 0.83 0.44
C -1.30 -0.57 2.90
C -2.10 -1.10 3.89
C -2.38 -2.46 3.86
C -1.84 -3.23 2.84
C -1.07 -2.61 1.87
N -0.81 -1.30 1.90
H 0.10 3.22 1.75
H 1.24 2.42 2.85
H 2.84 4.06 1.42
H 5.05 3.31 0.64
H 5.26 1.01 -0.42
H 3.38 -0.51 -0.35
H -2.46 -0.44 4.67
H -3.00 -2.91 4.62
H -2.02 -4.29 2.77
H -0.67 -3.16 1.03
Cl -0.46 -8.13 -4.28
C -1.56 -6.89 -3.77
C -1.21 -5.56 -3.92
C -2.10 -4.59 -3.48
C -3.32 -4.90 -2.91
C -4.32 -3.86 -2.45
C -4.02 -2.40 -2.84
N -3.33 -1.66 -1.79
C -3.96 -1.01 -0.76
C -2.99 -0.42 -0.03
N -1.76 -0.68 -0.61
C -2.01 -1.44 -1.65
O -4.61 -3.93 -1.07
C -3.48 -4.08 -0.19
C -3.56 -5.36 0.58
C -4.52 -5.63 1.51
Cl -5.77 -4.56 2.01
S -4.36 -7.18 2.21
C -2.97 -7.50 1.26
C -2.66 -6.46 0.44
C -3.65 -6.26 -2.82
Cl -5.20 -6.75 -2.21
C -2.78 -7.25 -3.23
H -0.26 -5.29 -4.35
H -1.80 -3.55 -3.59
H -5.27 -4.11 -2.93
H -4.96 -1.89 -3.00
H -3.46 -2.31 -3.77
H -5.03 -1.04 -0.64
H -3.08 0.18 0.87
H -1.26 -1.80 -2.34
H -3.49 -3.23 0.49
H -2.54 -4.06 -0.75
H -2.47 -8.45 1.35
H -1.82 -6.46 -0.24
H -3.05 -8.29 -3.13
O 1.07 -1.71 -0.05
N 2.19 -2.37 -0.04
C 2.10 -3.60 -0.43
C 3.29 -4.40 -0.46
N 4.22 -5.07 -0.50
C 0.85 -4.19 -0.86
N -0.15 -4.63 -1.20
C 0.46 2.73 -3.97
N 0.08 1.32 -3.92
C -1.32 1.11 -3.60
C 1.01 0.44 -3.39
N 0.78 -0.24 -2.30
N 2.17 0.37 -4.11
C 3.33 -0.29 -3.56
C 2.22 0.63 -5.54
H 0.28 3.22 -3.01
H -0.13 3.24 -4.73
H 1.51 2.83 -4.22
H -1.92 1.65 -4.33
H -1.59 1.47 -2.60
H -1.55 0.06 -3.68
H 1.47 -0.97 -2.20
H 3.29 -1.38 -3.67
H 3.44 -0.04 -2.51
H 4.22 0.06 -4.08
H 1.25 0.97 -5.88
H 2.49 -0.29 -6.07
H 2.97 1.39 -5.77
N -4.05 4.64 -0.57
C -2.96 4.26 -0.57
C -1.62 3.79 -0.58
C -0.48 4.68 -0.72
C 0.75 4.18 -0.74
C 1.03 2.71 -0.59
N -0.18 1.86 -0.61
C -1.37 2.45 -0.52
H -0.65 5.75 -0.82
H 1.61 4.82 -0.87
H 1.70 2.38 -1.39
H -2.23 1.79 -0.45
*
```

(4)
ORCA calculation (the ωB97M-V functional and the def2-TZVPD basis) on a structure of composition C42H40GeMgN4O5S2.

orbital gap = 6.1 eV
energy = -144021.6205 eV
LUMO energy = -6.782 eV
relative energy (zero: lowest compared OMol25 entry of this formula, charge and spin) = 21.9 kcal/mol
HOMO energy = -12.9 eV

The geometry in ORCA input format:
```
! wB97M-V def2-TZVPD RIJCOSX def2/J DEFGRID3
* xyz 2 1
Mg -0.30 1.68 0.87
Ge -2.01 -3.84 -0.95
C -2.50 -3.50 -2.71
C -3.88 -3.53 -3.00
C -4.31 -3.19 -4.26
C -3.39 -2.81 -5.23
C -2.03 -2.78 -4.96
C -1.58 -3.13 -3.71
C -0.31 -3.70 -0.15
C -0.13 -4.33 1.09
C 1.11 -4.33 1.70
C 2.18 -3.68 1.09
C 2.00 -3.03 -0.13
C 0.77 -3.04 -0.75
H -3.11 -4.30 -0.01
H -4.60 -3.81 -2.24
H -5.37 -3.22 -4.49
H -3.74 -2.52 -6.22
H -1.33 -2.45 -5.71
H -0.51 -3.11 -3.51
H -0.96 -4.84 1.57
H 1.25 -4.84 2.64
H 3.15 -3.70 1.55
H 2.84 -2.54 -0.61
H 0.65 -2.55 -1.71
N -0.83 3.76 0.42
C -0.99 3.46 -0.99
C -2.25 3.45 -1.56
C -2.41 2.90 -2.83
C -1.32 2.36 -3.50
C -0.05 2.50 -2.97
C 0.13 3.03 -1.70
S -1.55 1.26 -4.90
O -0.99 1.91 -6.05
O -3.00 1.04 -4.93
O -0.83 0.08 -4.43
H -0.07 4.42 0.56
H -1.67 4.20 0.78
H -3.11 3.83 -1.02
H -3.39 2.83 -3.27
H 0.80 2.13 -3.53
H 1.12 3.12 -1.27
C 0.11 -1.12 6.65
C -0.06 -0.48 5.31
C 0.64 -0.93 4.19
C 0.49 -0.29 2.98
N -0.32 0.76 2.81
C -1.00 1.20 3.88
C -0.91 0.61 5.12
H 0.35 -2.17 6.56
H -0.79 -1.01 7.26
H 0.93 -0.63 7.19
H 1.31 -1.77 4.27
H 1.04 -0.63 2.11
H -1.65 2.06 3.73
H -1.49 1.01 5.94
N -5.36 -0.03 -3.53
C -5.33 -0.51 -2.27
O -6.23 -1.13 -1.72
C -4.08 -0.19 -1.50
C -4.18 0.16 -0.15
C -3.04 0.52 0.53
N -1.82 0.52 -0.04
C -1.72 0.09 -1.31
C -2.82 -0.26 -2.07
H -6.20 -0.19 -4.06
H -4.58 0.44 -3.98
H -5.15 0.17 0.33
H -3.09 0.83 1.57
H -0.74 0.10 -1.77
H -2.67 -0.51 -3.11
O 1.64 1.80 0.85
S 2.78 2.53 1.57
C 4.06 2.65 0.35
C 3.92 2.01 -0.88
C 4.94 2.14 -1.81
C 6.07 2.89 -1.50
C 6.19 3.53 -0.27
C 5.17 3.42 0.66
C 3.43 1.34 2.71
C 3.21 1.59 4.06
C 3.63 0.66 4.99
C 4.26 -0.50 4.57
C 4.47 -0.75 3.22
C 4.05 0.18 2.27
H 3.03 1.44 -1.10
H 4.85 1.67 -2.77
H 6.86 3.00 -2.24
H 7.06 4.12 -0.05
H 5.25 3.92 1.62
H 2.73 2.51 4.37
H 3.50 0.85 6.05
H 4.61 -1.22 5.30
H 4.98 -1.64 2.90
H 4.24 0.02 1.22
*
```

(5)
ORCA calculation (the ωB97M-V functional and the def2-TZVPD basis) on a structure of composition C42H40N9P2SSe2Ti at a distorted geometry.

orbital gap (spin up / spin down) = 6.5 / 7.0 eV
energy = -240834.3693 eV
LUMO energy (spin up / spin down) = -2.124 / -2.478 eV
relative energy (zero: lowest compared OMol25 entry of this formula, charge and spin) = 0.0 kcal/mol
HOMO energy (spin up / spin down) = -8.7 / -9.4 eV

The geometry in ORCA input format:
```
! wB97M-V def2-TZVPD RIJCOSX def2/J DEFGRID3
* xyz 1 3
Ti -0.35 -0.08 0.77
N 1.68 0.33 3.16
C 2.12 0.96 2.00
C 3.37 1.58 2.08
C 3.94 2.14 0.97
C 3.25 2.04 -0.24
C 2.02 1.44 -0.25
N 1.42 0.92 0.86
C 0.48 -0.24 3.58
C 0.44 -0.71 4.90
C -0.72 -1.24 5.39
C -1.85 -1.24 4.58
C -1.74 -0.75 3.30
N -0.57 -0.30 2.77
H 2.36 0.38 3.89
H 3.89 1.60 3.04
H 4.90 2.62 1.02
H 3.66 2.43 -1.16
H 1.49 1.34 -1.16
H 1.33 -0.66 5.51
H -0.76 -1.62 6.41
H -2.81 -1.59 4.93
H -2.60 -0.70 2.67
C -1.65 5.40 3.95
C -2.41 4.40 3.16
N -3.68 4.40 2.95
N -3.87 3.30 2.16
C -2.76 2.62 1.86
S -2.65 1.27 0.85
N -1.82 3.31 2.53
N -0.46 2.97 2.52
H -2.35 6.16 4.30
H -0.89 5.89 3.33
H -1.17 4.95 4.82
H -4.79 3.10 1.79
H 0.02 3.58 3.17
H -0.11 3.13 1.57
N -0.15 -3.26 1.65
P 1.05 -2.25 0.95
C 2.58 -2.93 1.66
C 3.68 -2.08 1.77
C 4.91 -2.57 2.20
C 5.04 -3.91 2.53
C 3.95 -4.77 2.41
C 2.73 -4.28 1.97
C 1.23 -2.86 -0.77
C 0.39 -3.80 -1.35
C 0.56 -4.14 -2.70
C 1.56 -3.55 -3.45
C 2.40 -2.60 -2.86
C 2.23 -2.26 -1.53
C -1.47 -3.09 1.26
C -2.43 -4.07 1.54
C -3.70 -3.90 1.05
C -4.00 -2.77 0.28
C -3.00 -1.85 0.07
N -1.75 -1.98 0.57
H 0.07 -4.10 2.15
H 3.58 -1.03 1.51
H 5.76 -1.90 2.28
H 6.00 -4.30 2.86
H 4.06 -5.82 2.65
H 1.90 -4.98 1.85
H -0.40 -4.27 -0.78
H -0.11 -4.87 -3.15
H 1.68 -3.81 -4.49
H 3.18 -2.13 -3.45
H 2.88 -1.51 -1.09
H -2.15 -4.95 2.12
H -4.46 -4.65 1.23
H -4.98 -2.63 -0.16
H -3.18 -0.97 -0.52
Se -0.67 -0.14 -1.80
P -0.87 1.94 -2.58
Se -0.71 3.66 -1.30
C 0.44 2.01 -3.85
C 0.52 0.97 -4.78
C 1.54 0.95 -5.72
C 2.49 1.97 -5.74
C 2.41 3.00 -4.82
C 1.39 3.03 -3.88
C -2.42 2.05 -3.53
C -2.73 3.27 -4.13
C -3.90 3.41 -4.86
C -4.78 2.34 -4.98
C -4.48 1.12 -4.38
C -3.30 0.97 -3.65
H -0.21 0.17 -4.76
H 1.60 0.14 -6.44
H 3.29 1.95 -6.47
H 3.15 3.80 -4.84
H 1.32 3.84 -3.16
H -2.05 4.11 -4.03
H -4.13 4.36 -5.33
H -5.70 2.46 -5.54
H -5.16 0.29 -4.47
H -3.06 0.03 -3.19
*
```